Entry 1:
{
  "formula": "C27H44NbO23",
  "method": "the ωB97M-V functional and the def2-TZVPD basis",
  "total_charge": -1,
  "homo_energy_ha": -0.1597,
  "elements": ["O", "H", "C", "C", "H", "O", "C", "C", "O", "O", "C", "H", "H", "H", "C", "C", "H", "H", "H", "H", "C", "O", "O", "C", "H", "O", "C", "C", "O", "C", "H", "C", "H", "C", "C", "H", "O", "H", "C", "C", "O", "C", "C", "O", "H", "C", "Nb", "O", "H", "H", "O", "H", "O", "O", "H", "H", "H", "C", "H", "O", "H", "O", "H", "C", "O", "H", "H", "C", "O", "C", "H", "C", "C", "H", "H", "H", "H", "H", "H", "H", "C", "H", "H", "H", "H", "H", "H", "O", "H", "H", "O", "H", "O", "O", "H"],
  "xyz": [[-2.725, -9.784, 2.546], [3.375, -3.010, -7.658], [-1.433, 5.286, 1.347], [-7.107, 0.383, 0.469], [1.473, 3.959, 3.126], [5.529, -1.134, 3.722], [3.419, 0.751, -0.426], [5.178, 0.158, 3.988], [-1.676, -7.752, 2.492], [3.767, 0.154, -1.661], [0.505, -1.508, 2.824], [-3.340, 2.975, -0.702], [-1.080, -5.931, 3.285], [-9.433, -0.150, -0.965], [6.969, -0.253, 5.258], [-2.593, -8.646, 2.964], [4.390, -0.565, -6.930], [-4.169, 1.087, 0.792], [-0.027, 3.303, -6.536], [-6.665, -1.092, -1.850], [1.578, -0.534, -8.289], [-3.343, -8.100, 3.966], [2.495, 0.069, -7.477], [0.272, 3.068, -5.511], [1.103, 3.721, -5.224], [0.381, -2.080, 4.113], [-7.383, -0.291, -1.643], [-1.990, -6.497, 3.067], [1.929, -1.826, -8.555], [0.082, -3.400, 3.933], [1.658, 1.409, -5.482], [6.845, -1.312, 4.211], [-3.937, 2.539, 2.898], [-2.741, -6.866, 4.306], [1.009, 2.860, 3.123], [3.848, -0.040, 1.540], [-0.206, -3.667, 2.626], [-3.682, 5.680, 0.666], [-0.307, -2.421, 1.964], [3.369, -0.945, -7.019], [0.481, 1.203, 1.236], [3.245, -2.004, -8.066], [-0.045, 3.669, -0.419], [4.176, 0.703, 3.555], [-8.782, -1.808, -0.998], [-0.711, 2.308, -3.655], [-3.666, 2.832, 1.100], [-6.614, 0.909, 1.452], [-1.361, -2.127, 1.921], [2.358, 0.565, -0.230], [0.219, 1.367, -3.990], [7.990, 0.127, 5.347], [4.552, -1.923, -2.209], [6.095, 0.761, 4.800], [0.125, -0.482, 2.818], [3.951, -1.861, -8.891], [-0.071, 2.987, 3.616], [-8.535, -0.759, -0.814], [5.279, 0.555, 0.662], [-6.762, 0.677, -0.819], [3.592, 1.830, -0.454], [-8.077, -0.576, 0.512], [0.410, 3.734, -1.521], [0.596, 1.620, -5.331], [-0.803, 3.275, -4.614], [-7.704, 0.153, -2.589], [-2.080, -7.020, 5.165], [-3.050, 5.002, 1.408], [0.072, -4.232, 4.825], [-0.770, 5.124, -0.152], [0.007, 0.974, -5.991], [4.300, -1.070, -1.375], [4.310, 0.058, 0.554], [1.563, -1.498, 2.542], [-0.782, 2.755, -0.439], [-1.947, 2.214, 1.349], [6.975, -2.318, 4.619], [-0.891, 4.678, 2.189], [0.102, 5.937, -0.210], [-2.603, -5.928, 2.360], [0.839, 2.467, 1.519], [-5.406, 3.336, 0.892], [1.674, 2.110, 3.726], [-3.400, 5.331, 2.500], [-1.292, 6.435, 1.638], [-3.500, -6.124, 4.569], [0.085, -2.490, 0.945], [0.576, 0.010, -8.722], [-1.527, 5.435, -1.020], [6.629, -0.595, 6.241], [1.123, 3.461, 0.473], [3.029, -1.287, -6.036], [-1.375, 2.287, -2.632], [4.512, -1.214, -0.034], [7.551, -1.168, 3.386]],
  "forces_ev_per_angstrom": [[0.3, 2.4, 0.9], [-0.2, 0.1, -0.2], [-0.7, 1.6, -0.2], [1.8, 1.8, 2.6], [-0.8, -2.5, 0.2], [-0.5, 0.9, 0.1], [-0.8, 1.0, 0.4], [-2.0, 1.0, -0.8], [-0.7, -1.1, 0.3], [0.8, -1.2, -0.3], [0.3, 1.3, -0.5], [0.2, -0.4, -0.2], [-0.2, -0.2, -0.1], [0.1, 0.0, 0.0], [0.7, 0.1, 0.8], [-0.2, -2.1, -0.9], [-0.3, 0.1, 0.0], [0.4, -0.1, -0.3], [-0.1, 0.0, 0.2], [-0.1, 0.0, 0.0], [-2.1, 1.0, -0.9], [0.3, -0.7, -0.8], [-0.7, -0.2, -0.8], [0.3, 0.7, -0.8], [0.0, -0.1, 0.0], [-0.3, -1.6, 0.3], [0.4, 0.0, -0.9], [0.5, 1.2, -0.2], [-0.5, 0.9, 0.1], [0.1, -0.8, 1.4], [-0.2, 0.0, 0.2], [0.7, -0.9, -0.2], [0.2, -0.5, 0.3], [-0.1, 0.8, 0.9], [-0.1, 1.8, -1.0], [0.2, -0.1, -0.3], [0.3, -0.4, 1.3], [1.5, -1.1, 1.3], [-0.5, 0.6, -1.2], [0.8, 0.0, 1.0], [2.5, 7.7, 1.2], [0.7, -0.9, -0.2], [-0.9, 0.5, -2.6], [2.2, -1.1, 1.1], [0.0, 0.1, 0.2], [-1.8, -0.2, 2.7], [-0.5, 1.6, 0.4], [-1.8, -1.6, -2.4], [0.1, 0.0, 0.0], [0.1, 0.1, 0.0], [-0.5, 0.6, 0.3], [-0.2, 0.1, 0.0], [-0.4, 1.6, 1.6], [-0.7, -0.2, -0.7], [0.1, -0.2, 0.1], [-0.1, 0.0, 0.1], [2.3, -0.6, -1.3], [-0.8, -0.5, -0.2], [0.0, 0.0, 0.0], [-0.4, -0.2, 0.7], [-0.1, -0.2, -0.2], [0.3, 0.1, 0.0], [-0.8, -0.2, 2.4], [0.6, -0.7, -0.6], [-0.1, -0.5, 0.5], [0.2, 0.1, 0.2], [0.0, 0.0, -0.1], [0.5, 1.3, 0.4], [-0.1, 1.4, -1.7], [1.1, 0.3, 0.7], [0.1, 0.1, 0.0], [0.3, -1.3, -1.4], [0.0, 0.4, 1.1], [-0.1, 0.0, 0.0], [1.5, 1.9, 0.5], [0.1, -0.2, 0.2], [-0.2, 0.1, -0.2], [-0.9, 1.0, -1.9], [-1.7, -1.8, 0.1], [0.0, -0.1, 0.1], [-1.4, -5.3, -0.8], [-0.5, 0.0, 0.0], [-1.4, 1.3, -1.5], [0.6, -0.7, -2.1], [0.0, -2.3, -0.6], [0.0, -0.3, 0.0], [-0.1, -0.1, 0.2], [2.2, -1.2, 1.0], [1.5, -1.2, 2.0], [0.0, 0.0, -0.1], [-2.0, -2.2, 2.9], [0.0, 0.0, -0.1], [1.6, 0.0, -2.8], [-0.1, -0.3, -1.3], [-0.1, 0.0, 0.1]]
}

Entry 2:
{
  "formula": "C27H45CeN10O",
  "method": "the ωB97M-V functional and the def2-TZVPD basis",
  "total_charge": 3,
  "homo_energy_ha": [-0.5937, -0.5937],
  "elements": ["H", "H", "N", "C", "H", "C", "H", "H", "H", "C", "C", "C", "H", "N", "C", "H", "H", "H", "H", "H", "H", "H", "N", "C", "C", "C", "H", "H", "N", "H", "H", "H", "C", "H", "C", "C", "H", "H", "H", "C", "H", "H", "C", "C", "O", "C", "H", "N", "H", "H", "H", "Ce", "N", "C", "H", "C", "H", "C", "H", "H", "H", "C", "H", "H", "H", "H", "H", "N", "N", "H", "H", "N", "C", "H", "H", "C", "C", "C", "C", "C", "H", "N", "H", "C"],
  "xyz": [[-1.788, 1.347, 2.922], [-3.683, -0.338, -4.163], [0.499, 3.076, -1.143], [-1.488, 0.855, 1.993], [-4.819, 0.234, 0.618], [5.528, 1.921, -1.567], [1.755, -3.329, 1.176], [-2.084, -2.508, -1.995], [-1.580, -0.310, 4.363], [2.775, 0.910, 1.519], [-3.659, 0.535, -3.509], [1.808, -4.367, 0.856], [-5.161, 1.964, 0.333], [-1.937, 1.071, -0.464], [1.379, -4.541, -0.601], [1.181, -4.958, 1.517], [2.188, 5.650, -1.909], [2.523, 0.137, 0.748], [-0.735, 1.537, -2.969], [-1.887, -0.172, 1.984], [-1.053, 1.155, 5.246], [-0.515, -5.902, -1.734], [2.090, 0.683, 2.762], [2.785, 0.152, 3.918], [0.731, 0.570, 2.897], [-4.843, 0.576, -2.549], [2.832, -4.716, 0.963], [3.641, 0.774, 4.182], [-0.028, 0.821, 1.860], [1.435, -5.599, -0.852], [6.255, 3.866, -1.013], [2.557, 1.926, 1.141], [2.978, 3.031, -1.348], [3.850, 0.852, 1.691], [-0.769, 0.147, 4.923], [-1.425, -5.807, 0.216], [4.534, 0.094, -2.055], [-1.511, 3.831, -1.246], [-3.598, 1.439, -4.125], [1.685, 0.191, 4.970], [-1.863, -1.381, -0.649], [-0.277, 6.184, -1.890], [4.126, 3.800, -1.108], [-2.885, 0.862, -1.337], [2.085, 0.850, -1.852], [1.676, 3.672, -1.367], [-2.400, -3.046, -0.337], [1.477, 4.975, -1.678], [-1.825, -4.743, -1.618], [-5.605, 1.298, -2.845], [4.016, 4.836, -0.827], [0.460, 0.718, -0.543], [0.014, -4.100, -0.859], [5.386, 3.257, -1.202], [-1.273, 0.409, -4.234], [4.423, 1.132, -1.772], [2.066, -4.012, -1.271], [-0.969, -5.151, -1.084], [-0.641, -6.430, 0.635], [-6.116, 0.732, -0.469], [-0.535, -0.262, -2.765], [-5.113, 0.976, -0.126], [3.130, -0.872, 3.730], [-0.603, -0.460, 5.814], [1.721, 1.120, 5.553], [1.721, -0.652, 5.661], [1.501, -2.159, -0.738], [-2.529, 0.443, -2.601], [0.465, 0.153, 4.168], [6.513, 1.501, -1.689], [-1.699, -5.053, 0.949], [-4.239, 0.965, -1.280], [0.136, 5.223, -1.669], [-1.721, 2.667, 0.859], [-5.319, -0.405, -2.451], [-1.195, 0.545, -3.154], [-0.461, 4.046, -1.341], [-0.313, -2.805, -0.833], [-1.762, -2.423, -0.959], [3.111, 1.639, -1.656], [-2.288, -6.437, 0.027], [0.535, -1.816, -0.720], [-3.215, 1.752, 1.109], [-2.159, 1.657, 0.859]],
  "forces_ev_per_angstrom": [[0.0, -0.1, -0.1], [-0.1, 0.1, 0.0], [0.3, 0.0, 0.0], [-0.5, 0.0, -0.1], [0.0, 0.0, 0.0], [0.1, 0.1, 0.1], [0.0, 0.1, 0.1], [-0.1, 0.0, 0.0], [0.0, 0.0, 0.1], [-0.6, 0.1, 0.1], [-0.4, -0.1, -0.3], [-0.1, 0.0, -0.2], [0.0, 0.0, 0.0], [1.2, -0.1, 0.7], [0.5, 0.0, 0.3], [-0.1, 0.0, 0.1], [0.1, 0.0, -0.1], [0.4, 0.1, 0.3], [-0.1, -0.2, -0.1], [0.0, 0.2, 0.1], [0.0, -0.1, 0.0], [0.0, 0.2, 0.0], [-0.3, 0.0, -0.2], [0.2, -0.3, 0.4], [1.3, -0.3, 1.2], [-0.1, -0.2, -0.4], [0.1, 0.0, 0.1], [-0.1, -0.1, 0.0], [-0.4, 0.1, -1.4], [0.0, 0.1, -0.1], [0.1, 0.1, 0.0], [0.1, -0.3, -0.1], [0.1, -0.8, -0.2], [-0.1, 0.0, -0.2], [-0.5, 0.0, 0.1], [0.1, 0.1, -0.2], [0.0, -0.1, 0.0], [0.0, 0.0, 0.0], [0.0, -0.1, 0.1], [0.4, 0.1, 0.2], [-0.1, -0.2, 0.0], [-0.1, 0.2, -0.1], [-0.2, -0.1, 0.0], [-1.0, -0.4, -1.6], [-2.2, -1.0, 0.5], [0.2, 0.3, -0.1], [-0.1, 0.0, 0.0], [0.0, -0.7, 0.2], [0.1, 0.0, -0.1], [0.1, 0.0, 0.0], [0.0, 0.1, 0.0], [-0.5, -0.5, -0.2], [0.0, 1.0, -0.1], [0.0, 0.0, -0.1], [0.2, 0.0, 0.2], [-0.8, -0.3, 0.0], [0.0, -0.1, 0.0], [-0.6, -0.4, 0.1], [0.1, -0.1, 0.1], [0.0, 0.0, 0.0], [-0.2, 0.1, -0.3], [-0.1, 0.2, 0.5], [0.0, 0.1, 0.0], [0.0, 0.1, -0.1], [0.0, -0.1, 0.0], [0.0, 0.1, -0.1], [-0.2, 0.2, 0.0], [0.1, 0.3, 0.4], [0.2, 0.2, -0.9], [0.1, -0.1, 0.0], [-0.1, 0.1, 0.1], [1.1, 0.1, 0.1], [-0.4, -0.4, 0.2], [-0.2, -0.1, 0.1], [0.0, 0.1, 0.0], [0.0, 0.1, 0.6], [-0.5, 0.4, -0.1], [-0.9, -1.2, -0.1], [0.1, 0.1, 0.1], [2.7, 2.1, 0.2], [-0.1, -0.1, 0.0], [1.2, 1.3, 0.1], [0.2, 0.1, -0.1], [0.2, 0.1, 0.5]]
}

Entry 3:
{
  "formula": "C27H45F2N5O5",
  "method": "the ωB97M-V functional and the def2-TZVPD basis",
  "smiles": "Fc1ccccc1.Fc1ccccc1.CN(C)C=O.CN(C)C=O.CN(C)C=O.CN(C)C=O.CN(C)C=O",
  "homo_energy_ha": -0.3223,
  "elements": ["C", "H", "F", "H", "C", "F", "C", "C", "H", "H", "H", "C", "H", "H", "H", "H", "H", "C", "H", "H", "H", "H", "H", "H", "H", "C", "H", "H", "H", "O", "H", "H", "H", "H", "N", "C", "C", "H", "O", "H", "H", "C", "H", "C", "O", "H", "O", "H", "C", "H", "H", "H", "H", "H", "H", "H", "C", "C", "N", "H", "C", "H", "C", "C", "C", "N", "C", "C", "N", "C", "H", "H", "H", "O", "H", "C", "H", "C", "H", "C", "C", "C", "C", "N"],
  "xyz": [[-18.159, -7.749, 2.198], [-18.590, -2.606, 12.863], [-17.213, -8.463, 1.527], [-17.387, -5.858, 1.483], [-19.064, -8.383, 3.033], [-14.596, -6.198, 6.365], [-20.480, -0.153, 12.582], [-20.052, -7.619, 3.693], [-13.220, -1.101, 5.943], [-19.848, -0.969, 6.253], [-14.988, -6.323, 10.997], [-13.380, -1.703, 8.450], [-21.341, -6.425, 10.414], [-16.796, -6.497, 5.052], [-20.879, -1.236, 10.305], [-17.367, -3.258, 4.970], [-14.238, -2.932, 13.298], [-15.834, -5.774, 6.760], [-13.165, -4.871, 10.520], [-19.925, 0.736, 12.845], [-12.891, -4.356, 8.247], [-19.024, -5.458, 5.746], [-16.825, -1.821, 7.894], [-20.787, -5.148, 9.422], [-20.870, -5.662, 3.915], [-19.899, -1.595, 10.698], [-22.175, -5.319, 7.549], [-17.211, -4.287, 9.463], [-17.665, -1.723, 11.735], [-20.912, -8.308, 6.529], [-19.306, -4.551, 2.470], [-18.573, 0.186, 6.790], [-23.254, -6.282, 8.472], [-12.749, -1.757, 9.381], [-21.293, -6.929, 8.326], [-20.091, -6.252, 3.481], [-20.593, -7.831, 7.631], [-15.970, -3.322, 12.975], [-12.244, -2.717, 5.213], [-20.766, -8.124, 4.345], [-14.320, -2.216, 8.705], [-18.404, -1.594, 12.506], [-19.100, -1.188, 7.826], [-12.121, -3.701, 7.776], [-12.946, -3.038, 11.397], [-11.291, -3.641, 8.462], [-19.344, -2.832, 4.962], [-21.316, 0.179, 11.940], [-18.249, -4.813, 7.634], [-15.038, -4.398, 14.081], [-15.244, -6.433, 12.663], [-13.531, -0.641, 8.262], [-19.634, -8.036, 8.129], [-11.744, -4.201, 6.902], [-16.147, -0.588, 6.834], [-17.979, -0.957, 13.273], [-17.152, -4.749, 8.458], [-13.503, -4.069, 11.278], [-12.718, -2.451, 7.395], [-15.846, -2.261, 6.466], [-15.932, -5.192, 8.012], [-22.753, -6.900, 6.858], [-14.973, -3.746, 13.205], [-18.920, -0.851, 6.793], [-19.147, -5.603, 2.692], [-19.563, -1.056, 11.857], [-15.286, -5.704, 11.812], [-18.162, -6.368, 2.037], [-17.873, -1.628, 6.182], [-18.115, -5.363, 6.354], [-16.345, -5.507, 11.707], [-19.710, -6.493, 9.656], [-20.859, -0.630, 13.498], [-19.233, -2.356, 10.046], [-19.101, -9.465, 3.182], [-16.594, -1.570, 6.841], [-14.989, -5.103, 8.561], [-12.698, -2.078, 6.099], [-19.165, -4.301, 7.926], [-22.451, -6.374, 7.753], [-18.193, -2.632, 5.320], [-20.754, -6.261, 9.488], [-16.905, -5.940, 5.937], [-14.519, -4.547, 12.101]],
  "forces_ev_per_angstrom": [[0.1, 0.3, 0.2], [-0.1, 0.0, 0.4], [-0.4, 0.1, 0.3], [0.0, -0.2, -0.3], [-0.8, -0.1, 0.4], [-0.6, 0.1, 0.1], [0.3, -0.4, -0.3], [0.7, -0.5, -0.6], [0.2, -0.2, 0.1], [0.0, 0.1, -0.3], [0.6, 0.2, -1.0], [0.7, -0.7, 1.3], [0.2, -0.5, -0.5], [0.0, -0.4, -1.2], [0.2, 0.0, 0.2], [0.3, 0.2, 0.1], [-0.4, -0.3, 0.4], [1.1, 0.0, 0.5], [-0.6, 0.9, 0.7], [0.1, 0.3, 0.2], [0.4, 0.3, -0.3], [0.7, 0.1, 0.1], [0.6, 0.0, -0.2], [0.0, -0.6, -0.6], [-0.4, 0.2, 0.3], [-1.6, 0.9, -1.1], [-0.4, -0.3, -0.5], [-0.1, -0.3, -0.7], [0.5, 0.0, -0.3], [0.3, 0.5, 2.0], [0.5, -0.1, 0.3], [-0.4, 0.0, 0.1], [-0.4, -0.4, 0.2], [-0.6, 0.0, -0.9], [0.6, -0.4, 0.7], [0.1, 0.1, 0.0], [0.4, -0.5, -1.6], [0.3, -0.1, 0.3], [1.1, -1.1, -2.0], [0.3, 0.3, -0.3], [0.0, 0.4, 0.0], [0.6, -0.3, -0.2], [0.2, 0.1, -0.1], [-0.8, -1.0, 0.2], [1.1, 2.4, 0.3], [0.2, 0.6, 0.5], [0.2, -0.2, -0.2], [0.4, -0.5, 0.2], [-0.4, 0.5, -1.0], [0.0, 0.4, 0.1], [0.1, 0.6, -0.3], [-0.1, -0.2, -0.5], [0.1, -0.4, -0.1], [-0.1, -0.2, -0.4], [0.0, 0.5, -0.2], [-0.3, 0.1, 0.1], [0.4, 0.7, 1.4], [-1.4, -4.0, -0.2], [0.3, 0.5, 0.6], [-0.2, -0.3, -0.3], [1.2, -0.3, -0.2], [0.0, 0.0, 0.0], [0.0, 0.4, -0.4], [0.2, 0.2, 0.4], [-0.1, -0.9, -0.7], [-0.9, 0.9, 1.3], [-0.5, -1.7, 1.6], [-0.4, 0.6, 0.6], [0.4, -0.8, -1.0], [-0.7, -1.0, 0.4], [-0.3, 0.4, -0.3], [0.1, -0.4, 0.0], [0.0, 0.1, -0.3], [0.9, -1.2, -0.5], [0.4, 0.3, -0.2], [-0.4, -0.4, 1.2], [-0.5, 0.0, 0.1], [-1.5, 1.6, 1.5], [0.1, -0.3, 0.0], [-0.6, 2.0, -0.2], [-0.9, 0.6, 0.3], [-0.4, 1.1, 0.9], [-1.0, 0.8, 0.7], [1.1, 0.8, -1.3]]
}

E_tot in Eh, matching the order above: -2842.38604, -2153.00720, -1905.49297